Record 1
# C21H62F6N11O23S2

13 unconnected molecules or ions with the total composition C21H62F6N11O23S2 (ωB97M-V/def2-TZVPD, OMol25).

HOMO level in eV: -7.158
Total charge: -1
E_tot in Ha: -4565.60911
Maximum force in Eh/bohr: 0.2083
Gap between HOMO and LUMO in eV: 9.091

Each line ends with the Löwdin charge.
Cartesian coordinates (Å):
S: -5.750 17.265 -14.790  0.76
S: -3.660 16.044 -15.717  0.62
F: -1.285 14.564 -16.030  0.16
F: -6.822 17.554 -12.319  0.17
F: -7.300 15.733 -13.242  0.20
F: -5.425 15.965 -12.337  0.12
F: -1.515 15.431 -14.067  0.05
F: -0.973 16.739 -15.740  0.14
O: -0.414 12.128 -14.366  -0.08
O: -3.121 20.835 -16.893  -0.08
O: -8.450 16.600 -19.692  -0.06
O: 1.075 14.464 -10.254  0.03
O: -2.328 21.531 -19.701  -0.09
O: -0.847 9.547 -12.004  -0.08
O: -6.436 16.425 -15.756  -0.29
O: -3.080 17.475 -12.013  -0.11
O: -6.994 18.974 -19.828  -0.05
O: -8.767 21.352 -15.796  0.09
O: -2.481 17.234 -8.445  -0.07
O: -4.884 15.124 -8.010  -0.06
O: -10.163 11.127 -13.738  -0.06
O: -2.677 19.417 -14.220  -0.07
O: -8.610 12.646 -17.560  -0.07
O: -6.119 18.668 -14.762  -0.30
O: 2.010 17.853 -13.545  0.06
O: -7.350 13.844 -19.833  -0.08
O: -4.937 12.325 -11.486  0.02
O: -5.700 21.847 -11.590  0.02
O: -4.329 14.764 -15.528  -0.32
O: -3.765 16.671 -17.046  -0.31
O: -8.561 13.364 -13.531  -0.06
N: -0.606 14.335 -11.619  0.16
N: -0.147 16.335 -10.855  0.18
N: -4.024 17.073 -14.586  -0.32
N: -6.666 20.813 -16.146  0.18
N: -7.526 22.353 -17.213  0.17
N: -4.446 12.338 -13.723  0.19
N: -3.738 13.870 -12.480  0.17
N: -7.195 20.340 -12.201  0.19
N: -6.269 20.160 -10.313  0.18
N: 1.757 18.332 -15.705  0.17
N: 2.507 19.759 -14.490  0.16
C: 0.201 15.036 -10.846  -0.75
C: -4.393 12.744 -12.499  -0.79
C: -7.625 18.509 -18.639  -0.24
C: -10.767 12.302 -13.336  -0.29
C: -1.620 10.556 -12.707  -0.19
C: -7.738 21.528 -16.313  -0.91
C: 2.031 18.597 -14.495  -0.87
C: -8.817 17.604 -18.827  -0.26
C: -4.503 15.994 -9.131  -0.20
C: -7.267 13.001 -17.445  -0.26
C: -3.869 17.305 -8.749  -0.25
C: -1.855 19.293 -13.125  -0.25
C: -1.699 15.670 -15.444  -0.54
C: -3.299 19.962 -18.013  -0.23
C: -6.960 14.137 -18.419  -0.19
C: -6.366 20.854 -11.346  -0.85
C: -9.763 13.307 -12.707  -0.20
C: -2.598 18.853 -11.862  -0.17
C: -0.875 10.852 -14.058  -0.24
C: -6.389 16.587 -13.042  -0.68
C: -2.195 20.234 -19.028  -0.21
H: -3.801 17.992 -9.592  0.08
H: -4.453 17.849 -8.006  0.12
H: -3.730 14.190 -13.437  0.06
H: 0.306 17.002 -10.246  0.11
H: -6.592 12.169 -17.647  0.12
H: -6.809 20.087 -15.459  0.06
H: -1.340 14.760 -12.167  0.06
H: -1.117 16.566 -11.015  0.06
H: -7.069 14.610 -20.339  0.05
H: -11.021 12.737 -14.302  0.12
H: -9.300 17.213 -17.932  0.14
H: -4.850 11.435 -13.929  0.13
H: -10.900 10.598 -14.053  0.09
H: -3.957 15.500 -9.935  0.10
H: 1.670 19.078 -16.380  0.12
H: -9.681 12.795 -11.749  0.11
H: -1.244 9.465 -11.134  0.08
H: -9.485 18.251 -19.395  0.11
H: -6.080 20.838 -16.969  0.10
H: 2.721 20.156 -15.394  0.11
H: -2.654 10.245 -12.856  0.10
H: -1.083 18.573 -13.399  0.11
H: -11.560 12.103 -12.615  0.12
H: -1.267 20.367 -18.473  0.11
H: -3.480 19.472 -11.695  0.11
H: -7.560 14.979 -18.074  0.08
H: -7.054 18.058 -17.827  0.11
H: 2.590 20.369 -13.689  0.13
H: -0.091 12.162 -15.270  0.08
H: -2.189 18.138 -8.309  0.08
H: -8.228 22.993 -17.558  0.13
H: -7.386 19.365 -12.021  0.08
H: -3.373 17.350 -12.918  -0.01
H: -2.265 22.175 -18.992  0.07
H: -3.155 18.927 -17.703  0.10
H: -4.033 14.812 -7.692  0.08
H: -3.173 18.607 -14.362  0.00
H: -2.097 19.350 -19.658  0.12
H: -5.478 16.277 -9.528  0.11
H: -1.671 11.453 -12.089  0.10
H: -5.993 14.609 -18.245  0.11
H: -0.283 13.381 -11.698  0.10
H: -1.264 20.197 -12.977  0.12
H: -10.212 14.287 -12.541  0.11
H: -8.560 11.829 -18.062  0.08
H: -5.398 20.323 -9.828  0.13
H: -7.878 13.757 -12.983  0.05
H: -1.935 18.990 -11.007  0.11
H: -7.207 20.867 -13.063  0.12
H: -7.545 19.649 -20.231  0.09
H: -1.478 10.530 -14.907  0.11
H: 0.003 10.213 -14.151  0.11
H: -6.973 19.459 -10.136  0.12
H: -6.704 22.283 -17.797  0.12
H: -3.694 14.450 -11.654  0.09
H: -2.997 20.375 -16.060  0.04
H: -4.300 20.177 -18.388  0.11
H: -8.063 19.410 -18.210  0.10
H: -4.026 12.915 -14.437  0.08
H: -8.100 17.036 -20.472  0.09
H: -7.412 13.215 -16.386  0.12
H: 1.364 17.408 -15.811  0.11


Record 2
# C21H62N5O8Zr

A molecular structure, C21H62N5O8Zr (ωB97M-V/def2-TZVPD, OMol25).

HOMO level in eV: -15.351
Total charge: +3
E_tot in Ha: -1758.67767
Maximum force in Eh/bohr: 0.1429
Gap between HOMO and LUMO in eV: 1.500

Each line ends with the Löwdin charge.
Cartesian coordinates (Å):
Zr: 3.721 1.393 -1.195  2.06
O: 1.664 0.828 -0.613  -0.40
O: -1.784 4.149 -1.065  -0.17
O: 0.024 -3.598 -4.527  -0.19
O: -6.035 -2.074 -0.129  -0.13
O: 3.801 -3.631 3.536  -0.14
O: 0.424 3.465 5.094  -0.16
O: 2.608 2.759 -2.416  -0.14
O: 3.324 0.117 -2.892  -0.12
N: 3.643 -3.377 0.536  0.04
N: 3.080 -2.778 -2.505  0.05
N: 1.940 4.937 -1.124  0.02
N: -2.318 3.448 4.377  0.16
N: -3.168 -0.297 -1.900  0.07
C: -2.157 1.167 3.633  -0.05
C: 1.811 3.414 5.243  -0.10
C: 2.943 -2.830 2.759  -0.24
C: -0.363 3.955 -0.908  -0.15
C: 0.537 5.186 -1.463  -0.36
C: 2.558 -3.421 1.450  -0.47
C: 1.719 -3.204 -2.866  -0.39
C: 0.669 0.542 0.336  -0.17
C: 0.723 -2.402 -2.009  -0.05
C: -2.548 3.008 -0.729  -0.09
C: 4.349 -2.901 4.622  -0.09
C: -7.429 -2.158 -0.463  -0.06
C: 1.364 -3.132 -4.373  -0.21
C: 1.901 -4.787 1.459  -0.01
C: -0.404 -3.592 -5.979  -0.02
C: -1.500 2.275 4.443  -0.41
C: -3.489 -0.581 0.546  -0.06
C: 0.334 5.359 -2.967  -0.04
C: -0.155 2.751 4.019  -0.22
C: -3.727 -1.174 -0.842  -0.38
C: -5.277 -1.391 -1.146  -0.14
H: -0.510 -2.568 -6.335  0.08
H: 0.377 -1.474 -2.464  0.07
H: 2.268 4.119 4.548  0.09
H: 2.496 5.703 -1.478  0.11
H: -0.038 3.304 3.087  0.13
H: 2.523 -5.456 2.054  0.10
H: -2.259 -0.047 -1.540  0.03
H: -7.913 -1.260 -0.846  0.10
H: 2.311 3.603 -2.077  -0.02
H: -1.384 -4.047 -6.126  0.09
H: 1.611 -2.141 -4.753  0.11
H: -0.242 4.024 0.173  0.11
H: -2.139 2.209 -1.346  0.06
H: -5.778 -0.429 -1.255  0.13
H: 2.027 -2.738 3.342  0.14
H: 0.908 -4.643 1.884  0.09
H: -3.202 0.975 3.876  0.10
H: -1.649 0.210 3.518  0.08
H: -0.308 0.299 -0.082  0.08
H: 3.318 0.228 -3.842  0.12
H: 3.151 -2.944 -1.512  0.03
H: 4.517 -3.679 0.943  0.10
H: 0.592 1.311 1.105  0.08
H: 1.878 -2.703 0.992  0.11
H: 4.858 -3.641 5.239  0.10
H: 0.548 4.506 -3.612  0.07
H: -7.656 -2.854 -1.270  0.10
H: 1.659 -4.240 -2.534  0.15
H: -0.086 -3.123 -1.890  0.09
H: 2.033 -3.845 -4.855  0.13
H: 2.101 3.599 6.277  0.10
H: 2.230 2.414 5.129  0.08
H: 3.302 -1.809 2.626  0.11
H: -0.708 5.626 -3.141  0.10
H: -2.223 1.516 2.602  0.05
H: 2.062 2.604 -3.187  0.11
H: -3.197 -2.126 -0.811  0.13
H: 1.810 -5.193 0.451  0.08
H: 3.713 -2.305 5.278  0.10
H: 2.043 4.941 -0.120  0.10
H: -1.486 1.850 5.447  0.17
H: -1.713 4.204 4.667  0.10
H: -2.441 3.724 3.414  0.10
H: 0.334 1.805 3.789  0.12
H: 3.772 -3.415 -2.874  0.10
H: 1.151 -2.097 -1.054  0.04
H: -7.892 -2.497 0.463  0.10
H: 3.985 -2.429 0.476  0.05
H: -3.008 -0.911 -2.687  0.08
H: 0.971 6.175 -3.307  0.09
H: -3.589 3.257 -0.937  0.11
H: 0.012 3.005 -1.289  0.10
H: -2.429 -0.521 0.793  0.05
H: 0.255 6.123 -0.982  0.15
H: -5.243 -1.959 -2.076  0.13
H: 0.979 -0.297 0.960  0.08
H: 5.249 -2.379 4.300  0.09
H: -3.613 0.501 0.597  0.06
H: -4.089 -1.057 1.322  0.09
H: -2.461 2.629 0.289  0.06
H: 0.258 -4.244 -6.548  0.09
H: 3.171 -0.819 -2.759  0.02


Which of these has the highest HOMO level?
C21H62F6N11O23S2


What is the maximum force in the second record?
0.1429 Eh/bohr


HOMO level of number 1 (C21H62F6N11O23S2)?
-7.158 eV